Computed, not measured: a 14-piece molecular cluster, C69H175N9O23 overall in a non-equilibrium geometry, with ωB97M-V/def2-TZVPD.

Its HOMO-LUMO gap is 8.5 eV. As for the total energy: -134879.584 eV. As for the relative energy (zero: lowest compared OMol25 entry of this formula, charge and spin): 1.3156 eV. Its HOMO energy is -8.151 eV.

Each line ends with the Mulliken charge.
Positions of all 276 atoms, in Å:
C (10.382, 26.286, 18.267)  -0.48
O (11.133, 25.367, 19.039)  -0.33
C (11.513, 25.853, 20.369)  -0.54
C (12.575, 24.908, 20.951)  -0.70
N (13.612, 24.725, 19.950)  -0.02
C (14.784, 24.015, 20.476)  -1.32
C (15.855, 23.555, 19.434)  0.48
O (15.326, 22.645, 18.464)  -0.36
C (15.304, 21.256, 18.917)  0.14
H (11.068, 27.004, 17.816)  0.05
H (9.643, 26.791, 18.888)  0.33
H (9.934, 25.778, 17.413)  0.23
H (10.562, 25.901, 20.901)  0.44
H (12.028, 26.808, 20.260)  0.26
H (12.046, 23.975, 21.144)  0.36
H (13.003, 25.300, 21.874)  0.33
H (13.281, 24.554, 19.011)  0.30
H (14.529, 23.205, 21.160)  0.28
H (15.268, 24.748, 21.122)  0.46
H (16.658, 23.081, 19.998)  0.07
H (16.321, 24.380, 18.894)  0.02
H (14.797, 20.636, 18.178)  0.34
H (14.834, 21.083, 19.885)  0.29
H (16.327, 20.878, 18.932)  -0.36
C (23.878, 21.481, 12.843)  -0.88
O (23.831, 22.387, 13.875)  0.23
C (23.846, 21.775, 15.162)  -0.91
C (24.135, 22.876, 16.184)  1.14
N (25.486, 23.330, 15.979)  -0.33
C (25.895, 24.464, 16.842)  2.16
C (27.198, 25.123, 16.357)  -2.11
O (26.876, 26.279, 15.607)  0.53
C (27.896, 26.939, 14.976)  -0.91
H (22.963, 20.889, 12.815)  0.18
H (24.705, 20.778, 12.941)  0.40
H (23.942, 21.885, 11.833)  0.09
H (24.640, 21.032, 15.088)  0.52
H (22.926, 21.246, 15.413)  -0.21
H (24.090, 22.489, 17.202)  -0.18
H (23.458, 23.726, 16.093)  -0.30
H (25.595, 23.569, 15.004)  0.23
H (26.024, 24.177, 17.886)  -0.21
H (25.101, 25.210, 16.857)  -0.94
H (27.818, 24.385, 15.848)  0.41
H (27.849, 25.309, 17.212)  0.45
H (28.509, 26.292, 14.348)  0.42
H (28.623, 27.450, 15.606)  0.21
H (27.446, 27.718, 14.361)  0.11
C (19.268, 27.961, 12.029)  -1.00
O (19.078, 27.027, 13.086)  0.23
C (18.648, 25.723, 12.717)  -1.25
C (19.697, 24.888, 11.938)  0.27
N (19.024, 23.759, 11.278)  -0.13
C (19.764, 23.028, 10.310)  -1.04
C (20.882, 22.111, 10.913)  1.32
O (21.576, 21.285, 9.942)  -0.53
C (22.319, 22.087, 9.002)  -0.63
H (20.212, 27.803, 11.508)  0.30
H (19.461, 28.927, 12.495)  0.20
H (18.481, 28.136, 11.295)  0.34
H (17.719, 25.851, 12.161)  0.68
H (18.326, 25.085, 13.540)  -0.03
H (20.452, 24.546, 12.646)  -0.14
H (20.145, 25.466, 11.131)  0.39
H (18.601, 23.136, 11.951)  0.30
H (20.204, 23.712, 9.584)  0.55
H (19.019, 22.423, 9.793)  0.21
H (20.519, 21.426, 11.680)  -0.06
H (21.673, 22.733, 11.330)  -0.57
H (23.000, 22.729, 9.560)  0.15
H (21.634, 22.660, 8.377)  0.31
H (22.931, 21.439, 8.374)  0.30
C (26.241, 22.580, 20.941)  -0.72
O (24.939, 22.884, 21.568)  -0.45
C (23.986, 21.931, 21.113)  -0.16
C (22.661, 22.291, 21.806)  1.92
N (22.868, 22.124, 23.193)  -0.50
C (21.987, 22.904, 24.100)  -0.71
C (20.444, 22.911, 23.873)  -0.59
O (20.264, 23.899, 22.853)  -0.33
C (19.078, 23.565, 22.152)  -0.47
H (26.181, 22.753, 19.866)  0.17
H (26.638, 21.589, 21.161)  0.40
H (26.984, 23.250, 21.372)  0.28
H (24.293, 20.903, 21.304)  0.68
H (23.815, 21.979, 20.037)  -0.29
H (21.801, 21.707, 21.477)  -1.11
H (22.479, 23.330, 21.530)  -0.61
H (23.768, 22.580, 23.147)  0.45
H (22.360, 23.926, 24.033)  0.22
H (22.197, 22.590, 25.123)  0.48
H (19.887, 23.128, 24.784)  0.53
H (20.170, 21.879, 23.657)  0.17
H (19.338, 22.827, 21.394)  -0.28
H (18.750, 24.424, 21.568)  0.20
H (18.184, 23.217, 22.669)  0.56
C (23.104, 19.289, 18.754)  0.76
O (23.789, 18.100, 19.019)  -0.53
C (23.263, 17.353, 20.135)  -1.03
C (21.881, 16.720, 19.912)  0.48
N (21.694, 16.006, 18.654)  0.55
C (22.620, 14.861, 18.424)  -0.64
C (22.259, 13.756, 19.453)  -0.45
O (23.274, 12.719, 19.304)  -0.35
C (23.231, 11.896, 20.424)  -0.74
H (22.268, 19.138, 18.072)  -0.30
H (23.806, 19.856, 18.143)  0.32
H (22.770, 19.826, 19.642)  -0.45
H (23.252, 17.959, 21.041)  0.32
H (23.978, 16.577, 20.408)  0.53
H (21.207, 17.577, 19.906)  -0.97
H (21.588, 16.068, 20.735)  0.69
H (21.810, 16.636, 17.874)  -0.23
H (23.670, 15.127, 18.544)  0.26
H (22.447, 14.548, 17.394)  0.39
H (21.334, 13.307, 19.092)  0.28
H (22.104, 14.112, 20.472)  0.42
H (23.553, 12.461, 21.298)  0.30
H (23.953, 11.098, 20.250)  0.27
H (22.292, 11.370, 20.594)  0.29
C (19.664, 19.756, 21.672)  -0.80
O (19.663, 19.058, 20.428)  -0.24
C (18.340, 18.955, 19.854)  -0.13
C (18.346, 17.868, 18.774)  -0.91
N (19.268, 18.204, 17.644)  0.28
C (19.387, 17.045, 16.707)  -1.04
C (20.390, 17.239, 15.553)  -0.51
O (21.672, 17.495, 16.131)  -0.03
C (22.683, 17.849, 15.138)  -0.80
H (19.333, 20.775, 21.470)  0.11
H (20.664, 19.871, 22.089)  0.35
H (18.961, 19.391, 22.421)  0.47
H (18.080, 19.909, 19.395)  -0.56
H (17.629, 18.662, 20.626)  0.57
H (17.364, 17.618, 18.372)  0.67
H (18.595, 16.867, 19.125)  0.39
H (20.190, 18.390, 18.011)  -0.47
H (18.401, 16.854, 16.284)  0.60
H (19.717, 16.117, 17.173)  0.32
H (20.106, 18.097, 14.944)  0.11
H (20.389, 16.344, 14.931)  0.51
H (22.420, 18.699, 14.507)  0.04
H (22.754, 17.057, 14.392)  0.39
H (23.646, 18.113, 15.575)  0.34
C (27.577, 32.356, 15.126)  -0.47
O (28.282, 31.487, 15.973)  -0.44
C (27.422, 30.616, 16.680)  0.17
C (28.260, 30.030, 17.900)  -0.57
N (27.455, 29.352, 18.910)  -0.34
C (26.627, 28.286, 18.399)  0.00
C (25.662, 27.690, 19.437)  -0.14
O (25.377, 26.354, 19.046)  -0.37
C (24.438, 25.659, 19.870)  1.10
H (26.682, 31.920, 14.682)  0.02
H (28.239, 32.600, 14.295)  0.30
H (27.267, 33.294, 15.588)  0.30
H (27.035, 29.853, 16.005)  -0.15
H (26.490, 31.118, 16.942)  0.36
H (28.874, 30.839, 18.295)  0.36
H (28.928, 29.256, 17.522)  0.34
H (28.046, 28.885, 19.584)  0.32
H (27.276, 27.497, 18.020)  0.12
H (26.040, 28.603, 17.537)  -0.29
H (24.758, 28.283, 19.575)  -0.41
H (26.164, 27.752, 20.402)  0.57
H (24.373, 24.649, 19.466)  -0.61
H (23.465, 26.150, 19.846)  -0.82
H (24.769, 25.635, 20.908)  0.69
C (18.242, 30.056, 15.295)  -0.54
O (17.673, 29.975, 16.626)  -0.47
C (17.842, 28.726, 17.295)  0.83
C (17.132, 27.517, 16.682)  0.54
N (15.723, 27.464, 16.957)  -0.26
C (15.071, 28.713, 16.524)  -0.28
C (13.616, 28.443, 16.571)  -0.08
O (12.861, 29.645, 16.375)  -0.40
C (12.735, 30.493, 17.538)  -0.60
H (18.099, 31.094, 14.997)  0.54
H (17.727, 29.436, 14.560)  0.29
H (19.304, 29.833, 15.193)  -0.03
H (17.591, 28.784, 18.354)  0.51
H (18.915, 28.543, 17.249)  -0.99
H (17.521, 26.609, 17.144)  -0.71
H (17.385, 27.461, 15.623)  0.13
H (15.627, 27.468, 17.962)  0.25
H (15.422, 28.967, 15.524)  0.06
H (15.281, 29.542, 17.200)  0.23
H (13.377, 27.926, 17.500)  -0.01
H (13.278, 27.797, 15.761)  0.29
H (12.071, 31.347, 17.407)  0.31
H (13.700, 30.858, 17.892)  0.23
H (12.307, 29.949, 18.380)  0.20
C (22.959, 27.683, 17.032)  0.70
O (21.554, 27.775, 16.909)  1.05
C (21.025, 27.216, 15.666)  0.70
C (20.925, 25.675, 15.651)  0.97
N (19.796, 25.118, 16.446)  1.20
C (19.925, 25.155, 17.898)  -0.70
C (21.174, 24.498, 18.507)  0.58
O (21.162, 23.129, 18.097)  0.99
C (20.174, 22.281, 18.692)  1.61
H (23.042, 27.870, 18.103)  -0.74
H (23.435, 28.570, 16.613)  -0.24
H (23.472, 26.771, 16.726)  -0.31
H (21.529, 27.608, 14.783)  -0.58
H (20.009, 27.600, 15.578)  -0.99
H (21.843, 25.172, 15.956)  -0.35
H (20.694, 25.474, 14.605)  -0.63
H (19.833, 24.120, 16.296)  -0.44
H (19.068, 24.712, 18.405)  0.09
H (19.847, 26.212, 18.152)  0.55
H (21.281, 24.589, 19.588)  -1.02
H (22.070, 24.915, 18.048)  -0.91
H (20.406, 22.038, 19.729)  -1.05
H (20.303, 21.324, 18.187)  -0.47
H (19.139, 22.605, 18.578)  -0.12
C (23.098, 25.782, 12.470)  -1.16
C (24.316, 25.724, 13.454)  1.99
C (25.566, 25.288, 12.769)  -1.37
O (24.589, 26.971, 14.039)  1.04
H (22.863, 24.809, 12.038)  -0.37
H (23.305, 26.587, 11.765)  0.45
H (22.190, 26.099, 12.984)  0.16
H (24.035, 25.083, 14.289)  -0.54
H (26.138, 26.114, 12.346)  0.14
H (25.362, 24.478, 12.068)  0.28
H (26.262, 24.928, 13.527)  0.29
H (25.319, 26.850, 14.651)  -0.72
C (20.973, 31.007, 17.876)  -0.84
C (21.951, 30.658, 19.010)  2.21
C (23.296, 31.359, 18.923)  -1.59
O (21.326, 31.020, 20.228)  -0.71
H (21.395, 30.602, 16.956)  -0.15
H (20.830, 32.072, 17.693)  0.45
H (19.998, 30.556, 18.065)  0.04
H (22.063, 29.576, 19.078)  -0.74
H (23.282, 32.425, 19.152)  0.46
H (23.641, 31.230, 17.897)  0.14
H (24.041, 30.853, 19.537)  0.34
H (20.506, 30.527, 20.311)  0.39
C (22.580, 28.181, 22.342)  -1.31
C (21.492, 27.103, 22.171)  0.16
C (20.651, 27.268, 20.898)  -0.05
O (22.054, 25.825, 22.213)  -0.27
H (23.282, 27.997, 23.155)  0.39
H (22.145, 29.149, 22.592)  0.44
H (23.106, 28.358, 21.404)  0.00
H (20.851, 27.163, 23.051)  0.52
H (21.254, 27.162, 19.996)  -0.50
H (20.145, 28.232, 20.843)  0.62
H (19.853, 26.532, 20.811)  0.00
H (21.371, 25.204, 22.476)  0.09
C (20.067, 21.492, 14.511)  -0.15
C (18.518, 21.209, 14.460)  0.38
C (17.745, 21.805, 15.647)  -0.83
O (18.071, 21.717, 13.241)  -0.50
H (20.312, 22.549, 14.399)  -0.10
H (20.677, 21.045, 13.726)  0.18
H (20.512, 21.095, 15.423)  -0.11
H (18.350, 20.136, 14.549)  -0.01
H (18.033, 21.333, 16.587)  -0.28
H (16.697, 21.504, 15.631)  0.65
H (17.790, 22.892, 15.701)  0.23
H (17.112, 21.685, 13.216)  0.31
C (22.792, 30.686, 14.094)  -0.59
C (23.440, 30.063, 12.822)  0.35
C (24.965, 30.010, 12.787)  -1.01
O (22.967, 28.773, 12.734)  -0.48
H (23.009, 30.085, 14.977)  -0.43
H (21.747, 30.924, 13.899)  0.28
H (23.288, 31.652, 14.194)  0.61
H (23.015, 30.570, 11.956)  0.38
H (25.380, 29.290, 12.082)  0.28
H (25.319, 29.767, 13.789)  -0.10
H (25.442, 30.957, 12.535)  0.54
H (23.549, 28.221, 13.261)  -0.07

Atomic forces in eV per Å
0.78 0.04 0.13
0.44 -0.35 0.80
0.23 -0.28 -1.50
-1.03 -0.29 -1.56
0.86 0.22 0.63
0.30 0.82 -1.00
-1.19 -0.34 0.46
-0.10 -1.02 0.68
0.43 0.85 -0.72
-0.02 0.48 0.13
-0.23 0.09 -0.16
-0.21 -0.29 0.35
0.31 0.25 0.62
-0.41 0.46 -0.02
0.09 -0.44 0.47
-0.10 0.09 0.01
0.03 -0.49 0.26
-0.26 -0.55 -0.17
0.45 0.05 0.20
0.21 -0.22 0.17
-0.40 0.17 -0.12
-0.25 0.41 -0.11
-0.07 0.36 0.10
0.16 0.08 0.26
-0.44 -1.46 -0.77
-0.24 1.26 0.46
0.17 0.54 -0.15
0.77 -0.51 -0.15
1.28 0.34 0.50
-0.05 -0.26 -0.95
-0.32 -0.72 0.79
-0.87 -0.72 0.76
1.30 0.83 -0.94
-0.26 -0.33 0.05
0.31 -0.13 0.15
0.13 0.79 0.30
0.29 -0.12 0.70
-0.40 0.07 -0.25
-0.39 -0.15 0.08
-0.69 -0.12 -0.04
0.09 0.19 -0.11
-0.04 -0.44 -0.09
-0.01 0.41 0.05
-0.23 -0.04 -0.99
-0.18 0.88 0.33
-0.13 -0.31 -0.31
-0.12 0.01 0.71
-0.01 -0.06 -0.17
1.09 0.47 0.41
-0.09 -0.19 0.38
-0.09 -0.13 -1.27
-1.07 -0.27 -0.35
-0.40 1.19 0.80
0.54 -1.17 0.13
0.57 0.12 -1.27
-0.18 0.49 -0.37
-0.51 -0.68 0.75
0.02 -0.49 -0.28
-0.28 0.02 0.35
-0.49 -0.67 0.18
0.05 -0.21 -0.67
0.33 0.66 0.84
0.38 0.17 0.03
0.25 0.20 0.18
0.07 -0.04 0.12
0.00 0.07 -0.01
0.28 -0.32 -0.30
-0.25 0.14 -0.18
-0.11 0.36 0.53
0.04 0.41 -0.05
0.21 0.15 -0.07
-0.23 -0.18 0.09
-0.64 0.93 0.92
1.61 -1.26 -1.10
-1.23 0.12 -0.22
-0.37 -0.17 -1.62
-0.36 -0.24 1.08
0.34 0.39 0.43
2.95 -0.06 0.24
-2.12 -1.51 0.82
-0.05 0.66 -1.99
-0.05 -0.13 -0.06
-0.59 -0.34 -0.04
-0.28 0.32 -0.05
0.17 -0.11 0.42
0.23 0.34 -0.35
0.12 -0.20 -0.49
-0.20 0.37 -0.16
0.56 0.05 1.86
-0.47 0.46 0.20
-0.02 -0.24 0.01
0.12 0.54 0.07
-0.36 0.03 -0.98
-0.11 -0.27 0.07
0.11 0.31 0.12
0.39 0.00 0.87
0.17 0.09 -1.04
-0.33 -1.18 1.26
0.46 -0.63 0.06
0.16 0.96 -0.81
0.65 -0.70 0.09
-1.03 0.65 1.43
0.71 -0.66 -2.65
-1.16 1.27 0.49
1.07 -0.90 0.06
-0.49 -0.20 0.15
0.05 0.54 0.33
0.11 0.07 0.12
-0.29 0.53 0.04
0.37 -0.05 -0.58
-0.41 -0.31 0.05
0.20 0.23 0.23
0.04 0.16 0.00
0.20 0.03 -0.04
0.11 -0.33 0.14
-0.39 0.04 0.33
0.51 -0.05 0.05
-0.21 -0.10 0.37
0.20 0.02 0.09
-0.46 0.35 0.00
-0.36 0.93 -0.82
-0.52 -0.27 0.51
0.87 -0.89 -0.34
1.05 -0.30 -0.90
-0.59 -0.81 -0.41
0.28 0.40 -0.22
-0.37 0.90 0.88
1.02 0.55 -1.09
-0.99 -0.25 -0.17
-0.11 0.31 0.03
0.09 -0.59 -0.19
0.05 -0.62 -0.01
-0.13 0.15 0.11
-0.17 0.20 0.12
-0.40 0.94 -0.17
0.58 0.00 0.91
0.13 0.03 0.25
-0.08 0.07 -0.15
-0.16 -0.02 0.62
-0.05 0.16 -0.20
0.15 -0.16 -0.07
-0.61 0.48 0.34
0.40 -0.46 0.27
-0.24 -0.51 0.46
0.22 0.27 -0.83
-0.25 -0.10 0.27
0.57 -0.40 0.86
-0.94 -0.46 -1.22
-0.97 0.89 0.73
-0.60 -0.38 -0.63
0.70 -0.09 -0.06
0.05 0.32 0.15
0.44 0.63 -0.18
-0.11 -0.37 0.06
0.05 0.09 0.01
0.07 0.03 0.44
0.42 -0.56 -0.18
0.10 0.42 0.85
-0.28 -0.03 0.24
0.52 0.19 -0.71
0.38 0.47 0.20
-0.09 -0.59 -0.11
0.00 0.24 -0.03
-0.27 0.11 -0.33
0.14 -0.41 0.42
-0.12 0.02 0.11
-0.18 -0.03 -0.06
0.04 -0.14 0.09
-0.70 0.35 0.54
0.07 0.01 -0.55
1.24 -0.46 -0.98
0.69 -0.05 0.68
-0.40 0.91 -0.63
0.21 -0.69 0.22
-1.23 0.68 -0.66
-0.62 0.87 0.95
0.34 -0.88 0.05
0.00 -0.02 0.05
-0.23 -0.22 0.12
0.22 -0.18 0.62
-0.32 0.61 0.02
0.36 -0.37 0.27
0.58 0.01 -0.11
-0.36 -0.12 -0.17
-0.09 -0.41 0.30
-0.11 0.09 0.02
0.26 0.20 -0.14
-0.25 0.12 0.36
0.22 -0.14 -0.01
0.10 -0.15 -0.78
0.18 0.14 -0.19
-0.11 -0.41 0.08
-0.44 1.25 1.33
-0.49 -1.08 -1.70
-0.38 -0.18 1.14
-0.56 0.72 0.45
0.21 -0.70 0.11
0.35 1.70 0.86
-0.46 -0.24 -1.08
-0.17 -0.50 0.30
1.05 -0.41 -0.44
0.73 -0.56 0.22
0.23 -0.07 -0.67
-0.35 -0.13 -0.11
0.53 -0.10 0.06
-0.07 -0.07 0.14
0.43 0.21 -0.34
0.13 -0.41 0.04
-0.19 -0.35 -0.79
-0.37 -0.21 -0.46
0.36 0.13 0.45
-0.28 0.12 0.21
0.12 0.02 0.10
-0.03 0.44 0.31
-0.26 -0.03 -0.22
-0.01 0.23 0.00
0.68 0.86 1.20
-1.30 -0.45 -0.47
0.83 -1.02 0.22
-0.79 1.39 -0.01
0.43 0.07 -0.18
-0.06 -0.40 -0.51
0.04 0.05 0.23
0.06 -0.61 -0.18
-0.54 0.13 -0.56
0.28 0.10 -0.16
0.10 -0.39 0.03
0.28 -0.11 0.39
0.88 -0.40 -0.34
-1.12 0.70 0.04
0.09 -0.74 -0.45
0.14 0.54 1.09
-0.27 -0.20 -0.22
0.14 0.14 0.44
0.00 -0.08 -0.12
0.37 -0.20 -0.57
-0.29 -0.10 0.08
0.14 0.16 -0.17
-0.03 0.16 0.26
-0.05 -0.02 -0.06
-0.44 0.22 -0.33
-0.22 0.73 0.35
-0.01 0.31 0.01
1.15 -0.36 -0.38
0.00 -0.51 -0.16
-0.36 0.00 -0.12
0.27 -0.21 -0.02
-0.41 0.35 0.08
0.24 0.04 -0.01
0.12 0.22 0.12
0.03 -0.27 0.26
-0.19 -0.28 0.01
-0.56 -0.28 0.15
1.53 0.25 1.40
0.00 -0.32 0.03
-0.37 0.17 -0.83
-0.32 0.27 0.36
-0.56 -0.44 -0.33
-0.23 0.22 0.31
0.16 -0.34 -0.37
0.63 0.21 0.08
-0.28 0.17 -0.55
0.14 0.02 0.06
-0.18 -0.03 -0.01
1.51 1.00 -1.28
-0.50 0.42 0.51
0.32 0.92 0.40
-0.98 -1.46 -0.70
-0.34 -0.06 -0.05
-0.07 -0.52 0.32
-0.02 0.31 0.50
0.28 0.33 -0.14
-0.42 -0.19 0.01
0.14 -0.25 0.10
-0.20 0.27 0.02
0.22 -0.47 0.36